No. 1
Computed, not measured: a structure of composition C14H30ClCoN6O9 at a distorted geometry, with ωB97M-V/def2-TZVPD.

E	-92501.959	eV
HOMO (spin up / spin down)	-0.518 / -0.522	Ha
energy relative to the best compared isomer or geometry (same formula, charge and spin)	197.7	kJ/mol
total charge	+2
gap between HOMO and LUMO (spin up / spin down)	0.224 / 0.248	Ha
multiplicity	1

The geometry in XYZ format:
```
61
C14H30ClCoN6O9, DFT ωB97M-V/def2-TZVPD
Co -0.6369 -0.2362 -0.0826
C -2.9593 3.6327 0.8285
N -3.6457 2.3446 0.7595
C -5.0553 2.3885 1.1435
C -2.9937 1.2440 0.4440
O -1.7695 1.2849 0.1549
C -3.7445 -0.0871 0.4398
O -2.8700 -1.1411 0.1029
C -3.1395 -1.8972 -1.0538
C -2.1639 -1.4872 -2.1510
O -1.3365 -0.5735 -1.9099
N -2.2439 -2.0699 -3.3298
C -1.3643 -1.6763 -4.4283
C -3.2454 -3.0897 -3.6430
H -3.5047 4.3558 0.2242
H -1.9464 3.5321 0.4578
H -2.9391 3.9760 1.8625
H -5.5684 3.1238 0.5252
H -5.1382 2.6883 2.1881
H -5.5446 1.4305 1.0171
H -4.5776 -0.0271 -0.2655
H -4.1487 -0.2774 1.4372
H -4.1663 -1.7553 -1.4028
H -3.0131 -2.9517 -0.8022
H -0.8548 -0.7533 -4.1765
H -1.9652 -1.5252 -5.3234
H -0.6362 -2.4648 -4.6176
H -3.4704 -3.7067 -2.7781
H -2.8384 -3.7373 -4.4155
H -4.1619 -2.6326 -4.0179
N 1.1207 0.8396 -1.0123
C 2.2086 -0.0391 -1.1252
C 3.6214 0.4570 -0.7837
C 3.8816 1.6177 0.1881
C 3.5093 1.4802 1.6749
N 3.6860 0.1539 2.2499
C 4.8346 -0.4225 2.5621
N 5.9934 0.2230 2.3958
N 4.8326 -1.6687 3.0280
C 1.8108 -1.5052 -0.2600
O 2.7569 -2.1052 0.1463
O 0.5845 -1.7079 -0.3249
H 0.7125 1.1599 -1.8841
H 1.2414 1.5925 -0.3430
H 2.2014 -0.4953 -2.1170
H 4.0285 0.7841 -1.7451
H 4.1991 -0.4182 -0.4911
H 3.4171 2.5393 -0.1739
H 4.9539 1.8063 0.1001
H 2.4621 1.7124 1.8392
H 4.0675 2.2174 2.2582
H 2.8415 -0.3650 2.4662
H 6.0048 1.2083 2.1996
H 6.8575 -0.1880 2.7058
H 3.9767 -2.1981 3.0678
H 5.6850 -2.1391 3.2775
O -0.4829 0.2088 3.7478
Cl 0.0212 -0.5090 2.6426
O -1.0120 -1.2670 1.9573
O 1.1394 -1.3358 2.9885
O 0.4872 0.4520 1.5773
```

***

No. 2
Computed, not measured: a structure of composition C68H69Cl3NO2P3PdS at a distorted geometry, with ωB97M-V/def2-TZVPD.

E	-156961.515	eV
HOMO	-0.467	Ha
total charge	+2
gap between HOMO and LUMO	0.263	Ha
multiplicity	1

The geometry in XYZ format:
```
148
C68H69Cl3NO2P3PdS, DFT ωB97M-V/def2-TZVPD
Pd 0.9201 1.3912 0.5057
O -0.6594 3.7780 -0.4363
S -1.1010 2.4552 0.0438
C -2.4204 2.7576 1.1835
C -3.4461 3.5055 0.6322
C -4.6025 3.8442 1.3485
C -4.7276 3.3703 2.6267
C -5.8392 3.5101 3.6295
C -5.3387 2.7555 4.8873
C -3.9573 2.2809 4.5284
C -3.0058 1.6232 5.2580
C -1.7710 1.3518 4.6441
C -1.4730 1.6838 3.3322
P 0.2366 1.4685 2.8066
C 0.7375 -0.0414 3.6867
C -0.0999 -1.1517 3.6005
C 0.2226 -2.3221 4.2640
C 1.3953 -2.4010 5.0056
C 2.2374 -1.3023 5.0834
C 1.9103 -0.1211 4.4295
C 1.1479 2.8468 3.5691
C 0.5425 3.7244 4.4668
C 1.2781 4.7461 5.0491
C 2.6210 4.9020 4.7444
C 3.2278 4.0426 3.8385
C 2.4921 3.0344 3.2445
C -2.4624 2.3341 2.5390
C -3.6707 2.6374 3.1962
C -1.9180 1.6559 -1.3102
C -3.1604 1.0771 -1.1601
C -3.9078 0.5976 -2.2518
C -3.3767 0.7370 -3.5057
C -3.9327 0.4103 -4.8656
C -2.8098 0.8051 -5.8615
C -1.6821 1.3001 -4.9968
C -0.4200 1.7325 -5.3059
C 0.4442 2.0597 -4.2464
C 0.0644 2.0530 -2.9133
P 1.3573 2.2640 -1.6654
C 2.7207 1.3166 -2.4156
C 3.7876 1.9092 -3.0837
C 4.7601 1.1148 -3.6770
C 4.6692 -0.2672 -3.6091
C 3.6077 -0.8605 -2.9356
C 2.6418 -0.0702 -2.3383
C 1.9895 3.9466 -1.5936
C 1.5624 4.9305 -2.4772
C 2.1469 6.1878 -2.4381
C 3.1419 6.4645 -1.5123
C 3.5527 5.4872 -0.6153
C 2.9763 4.2298 -0.6528
C -1.2739 1.6939 -2.5818
C -2.0794 1.2669 -3.6481
H -3.3478 3.8473 -0.3896
H -5.3639 4.4527 0.8808
H -6.7643 3.0832 3.2404
H -6.0416 4.5615 3.8364
H -5.9821 1.9076 5.1273
H -5.3186 3.3929 5.7712
H -3.1672 1.3325 6.2865
H -1.0048 0.8786 5.2455
H -1.0182 -1.0870 3.0305
H -0.4397 -3.1768 4.2070
H 1.6432 -3.3132 5.5314
H 3.1407 -1.3533 5.6765
H 2.5600 0.7393 4.5230
H -0.5039 3.6221 4.7150
H 0.7978 5.4208 5.7441
H 3.1926 5.6952 5.2058
H 4.2742 4.1630 3.5916
H 2.9686 2.3863 2.5203
H -3.6013 1.0190 -0.1747
H -4.8875 0.1713 -2.0847
H -4.8526 0.9677 -5.0463
H -4.1882 -0.6479 -4.9385
H -3.1351 1.5842 -6.5519
H -2.4916 -0.0412 -6.4716
H -0.0605 1.7789 -6.3246
H 1.4683 2.3097 -4.4931
H 3.8672 2.9876 -3.1428
H 5.5882 1.5795 -4.1948
H 5.4223 -0.8824 -4.0834
H 3.5409 -1.9393 -2.8745
H 1.8073 -0.5146 -1.8050
H 0.7732 4.7211 -3.1879
H 1.8230 6.9523 -3.1307
H 3.5970 7.4451 -1.4874
H 4.3213 5.7084 0.1125
H 3.2947 3.4663 0.0491
Cl 5.9058 -0.7936 -0.3199
C 5.3941 0.1554 1.0774
Cl 6.2948 1.6728 1.1900
Cl 5.5274 -0.7770 2.5729
C 3.9842 0.5054 0.8862
N 2.8985 0.8140 0.7120
O 0.1569 -0.8976 -0.0583
P 0.0157 -2.4072 -0.1214
C 0.1559 -2.8789 -1.8840
C -0.7389 -1.9740 -2.7435
C -0.2382 -1.9781 -4.1950
C 0.3230 -3.3501 -4.6004
C -0.3587 -4.4576 -3.8070
C -0.0149 -4.3510 -2.3125
C -1.5538 -2.8852 0.6965
C -2.6033 -1.7837 0.4477
C -3.9918 -2.2883 0.8195
C -4.4306 -3.3952 -0.1498
C -3.2364 -4.2343 -0.6333
C -2.1455 -4.2862 0.4314
C 1.3401 -3.1934 0.8556
C 1.2255 -4.7192 1.0242
C 2.5323 -5.2799 1.5789
C 3.6961 -5.0842 0.5943
C 3.4476 -3.9112 -0.3588
C 2.7432 -2.7722 0.3677
H 1.1942 -2.5819 -2.0911
H -0.7524 -0.9593 -2.3464
H -1.7655 -2.3481 -2.7006
H 0.5311 -1.2119 -4.3149
H -1.0623 -1.7027 -4.8570
H 1.4010 -3.3869 -4.4135
H 0.1929 -3.5099 -5.6708
H -0.0629 -5.4393 -4.1772
H -1.4406 -4.3868 -3.9471
H 0.9132 -4.8944 -2.1215
H -0.7943 -4.8433 -1.7350
H -1.2587 -2.8471 1.7500
H -2.5968 -1.4952 -0.6078
H -2.3328 -0.8865 1.0094
H -4.7163 -1.4715 0.8100
H -3.9700 -2.6706 1.8442
H -4.9332 -2.9526 -1.0119
H -5.1618 -4.0390 0.3409
H -2.8247 -3.8081 -1.5525
H -3.5662 -5.2433 -0.8823
H -1.3684 -5.0027 0.1706
H -2.5866 -4.6557 1.3606
H 1.1753 -2.7360 1.8319
H 0.9954 -5.2099 0.0759
H 0.4041 -4.9501 1.7061
H 2.4136 -6.3381 1.8117
H 2.7498 -4.7756 2.5251
H 3.8614 -5.9957 0.0182
H 4.6147 -4.9009 1.1559
H 2.8332 -4.2331 -1.2060
H 4.3956 -3.5675 -0.7769
H 2.6763 -1.8881 -0.2629
H 3.3453 -2.4817 1.2350
```

***

No. 3
Computed, not measured: a cluster of 2 separate species, C2H9NO in total at a distorted geometry, with ωB97M-V/def2-TZVPD.

E	-5756.748	eV
HOMO	-0.311	Ha
energy relative to the best compared isomer or geometry (same formula, charge and spin)	74.8	kJ/mol
total charge	0
gap between HOMO and LUMO	0.343	Ha
multiplicity	1

The geometry in XYZ format:
```
13
C2H9NO, DFT ωB97M-V/def2-TZVPD
C -2.9528 -1.5324 -0.7611
N -2.1165 -0.5183 -1.3811
C -0.9647 -0.0828 -0.6067
H -3.6109 -1.9042 -1.5424
H -2.3079 -2.3731 -0.5037
H -3.6234 -1.1378 0.0131
H -2.5980 0.2699 -1.7701
H -1.0573 -0.2235 0.4785
H -0.6155 0.9106 -0.8297
H -0.1888 -0.7932 -0.8310
O 5.2810 1.8193 2.3180
H 5.7854 1.5435 1.5446
H 4.5186 2.2913 1.9716
```